C8H9NO3 | ωB97M-V/def2-TZVPD

Results
2S+1: 1
LUMO in eV: -0.1306
SMILES: CCOc1ccccc1[N+](=O)[O-]
Gap between HOMO and LUMO in Eh: 0.34288

The geometry in XYZ format:
```
21
C8H9NO3 (ωB97M-V/def2-TZVPD)
H -3.146 1.000 -1.380
O 0.478 2.518 0.785
H -0.545 -1.948 0.297
C 2.685 0.125 0.008
C -2.052 -0.157 0.202
H -1.962 -0.938 -0.541
C 0.186 -0.018 0.010
H -4.273 -0.008 -0.503
C 1.369 0.673 -0.109
O -0.975 0.662 0.069
H -2.258 -0.584 1.349
O 2.203 2.939 -0.514
C 0.322 -1.394 -0.023
C -3.305 0.645 -0.323
C 1.612 -1.987 -0.049
H 3.502 0.805 -0.123
H -3.481 1.619 0.351
H 1.603 -3.058 0.159
H 3.824 -1.778 0.306
C 2.816 -1.299 0.006
N 1.395 2.183 0.023
```

=====

C8H9NO3 | ωB97M-V/def2-TZVPD

Results
2S+1: 1
LUMO (spin up / spin down) in eV: -0.2049 / -0.2044
SMILES: C[C@@H]1C=CC=C(O)/C1=N\OC=O
Gap between HOMO and LUMO (spin up / spin down) in Eh: 0.29490 / 0.29493

The geometry in XYZ format:
```
21
C8H9NO3 (ωB97M-V/def2-TZVPD)
H -0.791 1.983 0.285
C 3.662 0.640 -0.405
N 1.455 1.092 0.248
C -0.402 -1.576 -0.702
H -3.142 0.830 0.612
C -1.526 0.513 -1.095
O 1.201 -1.792 1.014
H -2.340 1.215 -1.460
C 0.369 0.372 0.396
C 0.318 -1.051 0.332
H 1.706 -1.202 1.464
H -2.320 -0.639 1.485
H -0.347 -2.649 -0.966
H -2.340 0.957 2.115
O 2.627 0.330 0.375
C -1.058 0.899 0.263
H -1.611 -1.198 -2.332
O 4.731 0.198 -0.161
C -1.190 -0.744 -1.511
H 3.310 1.300 -1.172
C -2.312 0.521 1.217
```

=====

C8H9NO5S | ωB97M-V/def2-TZVPD

Results
2S+1: 1
LUMO in eV: 0.6195
SMILES: NS(=O)(=O)OCC1Oc2ccccc2O1
Gap between HOMO and LUMO in Eh: 0.34678

The geometry in XYZ format:
```
24
C8H9NO5S (ωB97M-V/def2-TZVPD)
O 3.084 -3.735 1.153
C 0.315 2.403 -0.993
C -2.266 1.973 -0.235
H -0.345 4.452 -1.269
C -0.554 3.447 -1.022
O 2.441 -1.546 2.007
H -2.653 4.000 -0.654
C -1.406 0.938 -0.190
C -0.098 1.073 -0.556
C -0.639 -1.064 -0.169
N 2.373 -2.131 -0.457
C -1.919 3.227 -0.650
O 0.540 -3.062 0.931
H 1.406 2.616 -0.979
O -1.918 -0.356 -0.010
H -1.422 -2.506 1.206
H 3.395 -2.189 -0.529
S 2.084 -2.670 1.105
H 2.055 -1.180 -0.488
H -0.475 -1.479 1.998
O 0.464 -0.142 -0.401
H -3.279 1.688 0.071
C -0.445 -2.014 1.135
H -0.740 -1.747 -1.003
```

=====

C8H9NO5S | ωB97M-V/def2-TZVPD

Results
2S+1: 1
LUMO in eV: -0.9580
Gap between HOMO and LUMO in Eh: 0.28516

The geometry in XYZ format:
```
24
C8H9NO5S (ωB97M-V/def2-TZVPD)
H -0.741 0.617 -2.070
C -0.049 0.326 -1.307
C 0.022 -0.512 2.883
H -1.027 3.724 1.471
H -1.945 -0.190 3.490
O 0.271 -1.446 -2.726
C -1.301 -0.393 2.744
H 1.830 -1.829 -3.913
H 0.173 2.642 1.968
H 0.767 -0.527 3.634
H 1.585 -3.076 -2.692
O -3.008 -0.572 1.099
C 0.684 -0.904 -1.562
C 0.278 1.162 -0.255
O 1.085 0.654 0.674
C -1.828 -0.629 1.420
H 0.528 4.082 0.870
O 1.601 -1.433 -0.866
C 1.072 -2.339 -3.416
O -0.159 2.432 -0.159
S 0.594 -0.972 1.172
H 0.534 -2.891 -4.116
N -0.852 -1.125 0.639
C -0.113 3.198 1.018
```

=====

C8H9NS | ωB97M-V/def2-TZVPD

Results
2S+1: 1
LUMO (spin up / spin down) in eV: -0.6567 / -0.6564
Gap between HOMO and LUMO (spin up / spin down) in Eh: 0.22931 / 0.22933

The geometry in XYZ format:
```
19
C8H9NS (ωB97M-V/def2-TZVPD)
H 1.118 -1.410 0.358
C -0.361 -0.076 -0.077
H 3.009 -1.348 0.860
H 3.864 -1.043 -0.796
C 2.145 0.108 -0.244
H -0.913 -2.046 -0.078
C -1.275 -1.069 0.112
H -2.480 2.436 -0.393
C -2.144 1.498 -0.136
S 0.334 2.732 0.045
C -3.057 0.456 0.013
C -2.633 -0.879 -0.005
H -3.373 -1.577 0.017
C 3.373 -0.579 0.156
N 0.984 -0.504 -0.013
H 2.102 1.203 -0.513
C -0.755 1.334 -0.054
H 4.119 0.039 0.695
H -4.056 0.724 0.053
```

=====

C8H9NS | ωB97M-V/def2-TZVPD

Results
2S+1: 1
LUMO (spin up / spin down) in eV: 0.5241 / -0.1065
Gap between HOMO and LUMO (spin up / spin down) in Eh: 0.26502 / 0.22482

The geometry in XYZ format:
```
19
C8H9NS (ωB97M-V/def2-TZVPD)
C -0.452 1.403 -1.114
H -3.217 -0.838 0.704
H -2.485 0.059 2.086
C 1.916 0.898 0.302
C -2.440 -0.936 1.367
H 3.622 -0.410 0.564
C 2.718 -0.189 0.089
H -1.229 1.265 -0.461
C -0.241 0.235 -2.098
C 0.930 -0.101 -1.491
C 0.884 0.934 -0.566
H -2.472 -1.842 1.934
H 2.049 1.453 1.166
S 2.200 -1.222 -1.188
C -1.187 -1.162 0.742
H 0.788 -0.807 1.428
N -0.002 -1.144 0.897
H -0.888 0.032 -2.877
H -0.494 2.371 -1.483
```

=====

C8H9NS3 | ωB97M-V/def2-TZVPD

Results
2S+1: 1
LUMO in eV: -1.5430
Gap between HOMO and LUMO in Eh: 0.15606

The geometry in XYZ format:
```
21
C8H9NS3 (ωB97M-V/def2-TZVPD)
S 0.603 -0.736 -0.007
C -1.001 -0.535 -0.061
H -1.481 1.201 1.096
H -2.085 -1.806 -1.349
S 2.901 -1.861 0.069
H -1.259 1.534 -0.617
C -2.010 -1.641 -0.265
H -1.667 -2.574 0.190
C 3.442 -0.356 -0.141
N 0.133 0.756 0.614
C 1.254 0.789 0.337
C 2.655 0.880 -0.011
C -3.358 -1.160 0.271
H 4.269 2.160 -0.474
H 2.649 3.000 -0.118
H 4.486 -0.175 -0.407
H -4.200 -1.692 -0.178
C -1.674 0.815 0.091
H -3.416 -1.274 1.358
S -3.457 0.597 -0.188
C 3.217 2.079 -0.211
```

=====

C8H9O5PPb | ωB97M-V/def2-TZVPD

Results
2S+1: 1
LUMO in eV: -9.0611
Net charge: +2
Gap between HOMO and LUMO in Eh: 0.27722

The geometry in XYZ format:
```
24
C8H9O5PPb (ωB97M-V/def2-TZVPD)
C -3.295 -1.756 -1.507
H 2.481 -0.085 1.968
H -0.005 -1.442 2.316
H 3.151 0.177 0.323
C 2.479 -0.428 0.933
C -0.125 1.445 -2.468
Pb -0.694 2.220 0.051
C -3.139 2.983 -0.824
H 0.228 -1.672 -1.776
H 0.841 -2.663 1.278
H 2.858 -1.462 0.924
C 1.172 -1.430 -1.298
H -0.864 -2.103 0.909
H 1.736 -0.787 -1.974
C 0.923 3.755 0.876
P 0.797 -0.529 0.229
O -3.781 -2.731 -1.815
O -4.159 3.291 -1.185
C 0.115 -1.835 1.301
H 1.758 -2.316 -1.010
O -2.432 0.581 3.021
C -1.895 0.847 2.056
O 0.170 1.422 -3.588
O 1.681 4.515 1.259
```

=====

C8H9O8PZn | ωB97M-V/def2-TZVPD

Results
2S+1: 1
LUMO (spin up / spin down) in eV: -9.3373 / -9.3381
Net charge: +2
Gap between HOMO and LUMO (spin up / spin down) in Eh: 0.25605 / 0.25602

The geometry in XYZ format:
```
27
C8H9O8PZn (ωB97M-V/def2-TZVPD)
H 0.063 3.232 2.797
O 1.594 -0.870 2.389
C 1.072 -2.127 2.804
O 2.771 -1.648 0.038
O 0.472 0.774 4.196
H 1.252 -2.256 3.914
C -0.807 2.906 2.193
C -0.397 -0.055 4.990
P 0.532 0.582 2.590
H -1.757 3.458 2.512
Zn 0.002 -0.010 -0.372
H 1.643 -2.882 2.187
O -1.650 -2.774 0.112
H -0.030 -2.189 2.612
O -2.780 1.634 0.070
O 1.689 2.733 0.077
O -1.065 1.559 2.430
H 0.209 -0.802 5.580
C 1.106 1.753 -0.056
C 1.794 -1.053 0.023
H -0.488 3.145 1.136
O 0.000 -0.001 -3.939
C -1.086 -1.799 -0.038
H -0.898 0.671 5.677
H -1.152 -0.611 4.380
C 0.002 0.000 -2.801
C -1.811 1.034 -0.032
```

=====

C8H9PS2 | ωB97M-V/def2-TZVPD

Results
2S+1: 1
LUMO (spin up / spin down) in eV: -1.1890 / -1.9655
Gap between HOMO and LUMO (spin up / spin down) in Eh: 0.28614 / 0.19956

The geometry in XYZ format:
```
20
C8H9PS2 (ωB97M-V/def2-TZVPD)
H 2.868 -1.819 0.817
C 2.098 -1.310 0.294
C -0.135 -0.065 -0.848
C 1.787 -1.423 -1.141
H -1.057 0.755 2.070
H 0.466 -1.061 -2.709
H -0.044 3.188 -0.259
P -1.827 0.634 -1.199
H -0.036 2.006 1.555
C 0.727 -0.810 -1.719
C 0.291 0.212 0.417
S -2.189 -2.506 0.330
C 1.377 -0.468 1.050
H -2.548 -3.339 -0.775
S -1.302 3.333 -0.531
H 1.730 -0.196 2.065
H 2.556 -1.973 -1.874
H -2.535 1.986 0.982
C -0.571 1.158 1.190
C -1.658 1.699 0.286
```

=====

C8O5S5Ti | ωB97M-V/def2-TZVPD

Results
2S+1: 1
LUMO (spin up / spin down) in eV: -3.0395 / -3.0390
Gap between HOMO and LUMO (spin up / spin down) in Eh: 0.20379 / 0.20382

The geometry in XYZ format:
```
19
C8O5S5Ti (ωB97M-V/def2-TZVPD)
C 2.820 1.865 0.024
C 4.127 4.127 0.062
S 2.422 4.468 0.046
Ti 0.135 0.135 -0.019
O -4.608 -1.207 -0.033
O -4.160 -4.160 -0.035
O -1.742 0.037 -0.026
C -1.233 -2.186 -0.029
C -3.321 -3.321 -0.033
C 1.865 2.820 0.024
O 0.037 -1.742 -0.026
S 0.164 2.475 0.013
C -1.774 -3.558 -0.032
C -3.558 -1.774 -0.032
S 5.274 5.274 0.097
O -1.207 -4.608 -0.033
S 4.468 2.422 0.046
S 2.475 0.164 0.013
C -2.186 -1.233 -0.029
```

=====

no.,E (eV)
1,-16069.4655
2,-16070.1084
3,-31001.4083
4,-30999.7635
5,-20764.9951
6,-20760.3792
7,-42424.1457
8,-33196.6162
9,-82506.4591
10,-39397.9979
11,-95824.0221